ORCA calculation (the ωB97M-V functional and the def2-TZVPD basis) on C25H32AuClN3OS as an isolated structure at a distorted geometry.

Last column: Mulliken charge in e.
Cartesian coordinates (Å):
Au (0.18, -0.58, -0.21)  1.201
C (0.87, 0.14, 2.94)  -0.974
N (-0.51, 0.35, 2.55)  0.369
C (-1.42, -0.46, 3.32)  -1.288
C (-0.94, 1.58, 2.10)  0.295
C (-2.05, 2.23, 2.67)  -0.612
C (-2.44, 3.48, 2.24)  -0.550
C (-1.79, 4.09, 1.18)  -1.006
C (-0.73, 3.47, 0.57)  -0.270
C (-0.26, 2.21, 1.01)  0.093
N (0.71, 1.52, 0.38)  0.266
C (1.73, 2.11, -0.27)  0.173
C (2.20, 3.38, 0.10)  -0.194
C (3.26, 3.98, -0.55)  -0.952
C (3.86, 3.33, -1.62)  -0.853
C (3.47, 2.04, -1.95)  -0.527
C (2.46, 1.39, -1.26)  0.042
N (2.22, -0.02, -1.44)  0.719
C (2.15, -0.45, -2.84)  -1.162
C (3.32, -0.73, -0.79)  -1.111
H (0.99, 0.31, 4.02)  0.412
H (1.54, 0.81, 2.40)  0.239
H (1.16, -0.89, 2.72)  0.269
H (-1.50, -0.14, 4.36)  0.364
H (-1.06, -1.49, 3.31)  0.422
H (-2.41, -0.45, 2.86)  0.309
H (-2.56, 1.78, 3.51)  0.450
H (-3.26, 3.97, 2.74)  0.432
H (-2.11, 5.07, 0.83)  0.435
H (-0.25, 3.93, -0.28)  0.600
H (1.74, 3.86, 0.96)  0.579
H (3.62, 4.94, -0.20)  0.420
H (4.64, 3.82, -2.18)  0.416
H (3.99, 1.54, -2.75)  0.376
H (3.13, -0.45, -3.33)  0.386
H (1.48, 0.19, -3.40)  0.390
H (1.77, -1.47, -2.87)  0.278
H (4.29, -0.46, -1.23)  0.401
H (3.18, -1.81, -0.90)  0.389
H (3.35, -0.48, 0.27)  0.277
C (-4.23, 1.12, 0.27)  -0.906
S (-2.88, 1.17, -0.96)  0.463
C (-3.93, 0.67, -2.38)  -1.145
O (-2.10, -0.06, -0.67)  -0.744
H (-4.96, 1.89, 0.04)  0.465
H (-3.80, 1.30, 1.25)  0.093
H (-4.69, 0.13, 0.25)  0.401
H (-4.66, 1.45, -2.57)  0.420
H (-4.41, -0.27, -2.15)  0.343
H (-3.29, 0.55, -3.25)  0.378
Cl (0.83, -7.63, -2.17)  -0.186
C (0.49, -6.09, -1.49)  0.384
C (-0.69, -5.44, -1.80)  -0.773
C (-0.98, -4.22, -1.22)  -0.346
C (-0.10, -3.64, -0.28)  0.436
C (-0.48, -2.49, 0.49)  -1.372
C (1.12, -4.30, -0.03)  -0.054
C (1.42, -5.50, -0.62)  -0.849
H (-1.38, -5.90, -2.49)  0.421
H (-1.91, -3.72, -1.45)  0.450
H (-0.03, -2.49, 1.47)  0.308
H (-1.54, -2.30, 0.51)  0.468
H (1.81, -3.86, 0.67)  0.428
H (2.34, -6.02, -0.40)  0.416

E_HOMO (spin up / spin down) = -0.371 / -0.389 Eh
charge = +1
<S²> = 2.067
ΔE to the lowest compared entry with this formula, charge and spin = 57.5 kJ/mol
spin multiplicity = 3
orbital gap (spin up / spin down) = 8.18 / 5.85 eV
E = -60003.4531 eV